--- i ---
Density functional theory data (ωB97M-V/def2-TZVPD) for one molecule with the formula C14H19N3O3S2.

* highest occupied orbital energy: -8.19 eV
* SMILES: CCN1CCN(S(=O)(=O)c2ccc(-c3cc(C)no3)s2)CC1
* HOMO-LUMO gap: 7.98 eV
* total charge: 0

Cartesian coordinates (Å):
S 0.143 1.038 -1.049
S -0.396 0.556 1.885
O 0.324 0.764 3.104
O -1.569 1.337 1.617
O 3.297 1.363 -3.499
N 3.297 1.564 -4.836
N -3.004 -2.265 2.926
N -0.678 -1.078 1.685
C 0.737 0.813 0.545
C 2.053 1.654 -5.232
C -0.538 -1.904 2.869
C 2.023 1.327 -3.058
C -1.830 -1.900 3.698
C -3.134 -3.687 2.650
C 1.695 1.879 -6.653
C 2.693 0.985 -0.659
C -1.851 -1.402 0.894
C 1.179 1.507 -4.127
C -3.652 -4.432 3.877
C -3.115 -1.402 1.767
C 2.099 0.804 0.600
C 1.768 1.126 -1.664
H -3.275 -0.380 2.124
H 3.753 1.017 -0.836
H 2.598 1.934 -7.252
H -1.688 -2.385 0.439
H -3.980 -1.705 1.174
H -1.938 -0.654 0.106
H -1.986 -0.885 4.078
H -2.916 -4.442 4.676
H 0.111 1.533 -4.117
H -3.864 -3.798 1.845
H 0.286 -1.493 3.450
H 1.136 2.808 -6.754
H -3.884 -5.461 3.614
H -4.553 -3.949 4.245
H 2.632 0.683 1.525
H -1.731 -2.578 4.547
H -0.278 -2.916 2.540
H -2.193 -4.150 2.313
H 1.068 1.065 -7.014

---

--- ii ---
Density functional theory data (ωB97M-V/def2-TZVPD) for C14H19N3O3S2 as an isolated structure.

* highest occupied orbital energy: -7.66 eV
* HOMO-LUMO gap: 7.61 eV
* total charge: 0

Cartesian coordinates (Å):
S 3.558 -1.401 -0.690
S -0.830 2.786 0.486
O -3.157 -2.895 0.695
O -3.978 1.633 -0.670
O 3.310 0.564 1.772
N -2.353 0.348 -1.020
N 1.606 1.540 1.067
N 0.562 0.894 -1.015
C 2.427 0.487 1.168
C 0.672 1.735 0.073
C -1.764 2.445 -1.067
C 1.522 -0.152 -1.293
C -2.815 1.503 -0.800
C 2.606 -2.012 -2.028
C -2.404 -3.506 1.538
C 1.517 -0.724 -2.474
C 1.440 2.402 2.321
C -2.965 -0.937 -0.692
C 2.413 -0.255 -0.151
C -0.871 -3.288 1.347
C -2.444 -1.737 0.485
C -0.910 -1.726 0.533
H 3.221 -2.253 -2.963
H -2.699 -1.551 -1.891
H -0.494 -1.953 -0.608
H -2.712 -4.592 1.621
H -2.713 -0.808 1.545
H -3.892 -0.771 -0.839
H 0.673 -1.102 -2.670
H 1.434 3.494 1.957
H -2.386 3.490 -1.131
H -0.481 -1.160 1.228
H -2.536 -3.052 2.695
H 0.535 2.164 2.935
H -0.557 -3.919 0.545
H 2.058 -0.384 -3.286
H 1.964 -2.652 -1.671
H 2.120 2.269 2.966
H -1.238 0.346 -1.283
H -1.036 2.557 -2.033
H -0.212 -3.043 2.184

---

Compare the structures above. Which one is the most stable? i is.